(1)
Here is a 5-piece molecular cluster, C32H55BINO18PSi overall at a distorted geometry from the Open Molecules 2025 dataset. Energies are from the ωB97M-V functional and the def2-TZVPD basis.

XYZ file:
```
110
C32H55BINO18PSi the ωB97M-V functional and the def2-TZVPD basis
I 0.7479 1.1692 -2.7534
P 2.2609 -0.7051 -2.1376
Si 3.0933 -3.0108 4.0658
O -6.3396 3.2490 4.0271
O -1.4573 5.7759 0.1191
O -6.8569 3.2788 6.2132
O -2.3577 4.2270 1.5082
O 3.8182 -4.8685 -1.0124
O 1.4057 -2.7826 3.7323
O -3.2919 -2.9574 -4.0135
O 3.7173 -0.0738 -1.4501
O -2.5528 -0.7841 1.7725
O 2.0119 5.1718 -4.6412
O -1.3961 -4.0698 -3.4627
O 2.4189 -4.1410 -2.8996
O 3.9873 6.0933 -5.1893
O 2.0629 7.1661 -5.7165
O -3.7385 -0.1681 -1.6423
O -1.3102 3.5954 -0.3998
O -8.3297 2.4174 4.7218
O -3.3952 -4.9422 -2.9247
N 0.4864 -0.9763 0.1377
C -1.7638 4.5072 0.5060
C -0.5290 5.6623 -0.9628
C -2.4178 -5.9531 -2.7010
C -7.2779 2.9333 4.9644
C -4.0000 3.9050 4.0502
C 0.6310 -3.9905 3.9076
C -2.8730 0.1868 0.7461
C -2.7483 -3.8987 -3.5138
C -3.6772 1.0849 -2.3665
C -3.1468 0.9329 -3.8845
C 3.9751 -4.2834 2.9428
C 5.5414 4.2915 -4.6942
C 1.7274 -3.2029 -0.5453
C -1.1655 -0.7182 2.1827
C 1.4170 -1.7022 -0.7296
C -5.4774 3.6094 6.1002
C -0.1887 -1.6038 1.2687
C 1.0377 -3.9293 0.6465
C 3.0132 4.1831 -4.4329
C 4.2604 5.0097 -4.3007
C -0.5721 -3.9139 2.8004
C -1.1540 -5.1526 -2.5649
C 0.0712 -3.0976 1.5544
C -5.3745 4.0769 4.6766
C 2.6323 6.2354 -5.2286
C 4.9451 -4.0368 -0.6159
C -0.6587 6.8362 -1.9204
C -0.9053 4.3326 -1.5484
C -2.6145 -0.3401 -0.7601
C 3.5019 -3.4044 5.8903
C 3.9359 -1.3013 3.6898
C 0.1154 -5.8994 -2.9432
B 2.7123 -4.0957 -1.4924
H -2.3580 1.2003 0.8658
H -3.0138 1.8551 -1.8253
H -1.3152 7.6118 -1.5213
H 4.9786 -4.5335 3.4628
H 5.7991 -4.0261 -1.3952
H -3.5785 4.8802 3.7965
H -0.8295 0.3764 2.1497
H 3.0722 -2.5853 6.5746
H -1.0434 6.5305 -2.8968
H -5.7091 5.1149 4.5721
H -1.1490 -1.0273 3.2899
H -2.4087 -1.4741 -0.6697
H 3.1777 -4.4475 6.2186
H 3.8405 -1.0141 2.5813
H 6.2015 4.1989 -3.8281
H 0.3213 7.2851 -2.0994
H -3.2157 -0.1373 -4.2845
H 2.7991 3.6010 -3.5344
H 3.0204 3.5142 -5.2998
H -1.5076 -3.4024 3.2124
H -4.0075 0.3945 0.8289
H -4.8906 2.7089 6.3093
H 0.2930 0.0376 0.0209
H 3.5020 0.4957 -0.6671
H 4.3575 5.4282 -3.2926
H 0.7657 -5.9984 -2.0699
H 5.3510 3.2754 -5.0501
H -0.0667 3.8420 -2.0456
H 5.0471 -1.4353 3.9162
H 3.3835 -5.2313 2.7150
H -3.2922 3.4288 4.7347
H -2.4185 -6.6280 -3.5627
H 4.2736 -3.7589 1.9576
H -0.0909 -6.9145 -3.2932
H -3.7434 1.6154 -4.6003
H 6.0836 4.8309 -5.4731
H -2.6514 -6.5238 -1.8006
H 2.4518 -3.2369 -3.2836
H -4.7475 1.5113 -2.4387
H -4.0437 3.3112 3.1359
H 0.4777 5.6385 -0.5304
H -5.2064 4.3864 6.8168
H 4.6472 -3.3292 5.9941
H -1.6931 0.2367 -1.1528
H 1.2797 -5.0317 0.8182
H 1.2048 -4.9564 3.6753
H -1.0560 -4.7286 -1.5582
H -0.8249 -4.9704 2.4113
H 0.1581 -4.0809 4.9451
H 3.5392 -0.4855 4.3965
H 5.4057 -4.5057 0.3328
H 4.5787 -2.9663 -0.4133
H -2.0452 1.2691 -3.9957
H -1.7525 4.3824 -2.2401
H 0.6736 -5.3771 -3.7195
```

Properties
total charge = +1
LUMO level = -4.98 eV
orbital gap = 6.85 eV

These are the Löwdin partial charges, in e, on atoms 1 to 8:
1 I 0.64
2 P 0.59
3 Si 0.46
4 O 0.08
5 O 0.10
6 O 0.07
7 O 0.15
8 O -0.02


(2)
Here is a 2-piece molecular cluster, C6H12ClN2OP overall at a distorted geometry from the Open Molecules 2025 dataset. Energies are from the ωB97M-V functional and the def2-TZVPD basis.

XYZ file:
```
23
C6H12ClN2OP the ωB97M-V functional and the def2-TZVPD basis
Cl -3.3435 1.4825 -0.7906
P 0.0924 -1.2089 0.3280
O -0.7095 0.2631 0.1960
N -0.3977 -1.8234 -1.1934
N -3.2528 -1.9135 -0.0855
C 2.3867 -0.3255 -0.0617
C 2.1298 0.1601 -1.4864
C 2.4249 0.8243 0.8212
C -3.0502 0.4947 0.7263
C -1.5570 0.7271 1.1483
C -3.2122 -0.8511 0.3613
H 3.4103 1.4827 0.8552
H 1.9391 -0.5214 -2.2960
H -1.5433 0.2569 2.0657
H -1.2528 1.6881 1.3948
H 1.2583 0.6718 -1.5304
H -0.9415 -1.1493 -1.6923
H 2.8630 0.7960 -1.7539
H -3.7105 0.7732 1.4237
H -0.7120 -2.7760 -1.0706
H 3.0327 -1.1730 -0.0033
H 1.7153 1.6051 0.6890
H 2.4305 0.5164 1.9546
```

Properties
LUMO level = 0.55 eV
orbital gap = 7.96 eV

These are the natural (NBO) partial charges, in e, on atoms 1 to 8:
1 Cl -0.04
2 P 1.09
3 O -0.81
4 N -1.19
5 N -0.27
6 C -0.28
7 C -0.65
8 C -0.67


(3)
Here is C62H59AsN4O6PbS as an isolated structure from the Open Molecules 2025 dataset. Energies are from the ωB97M-V functional and the def2-TZVPD basis.

XYZ file:
```
134
C62H59AsN4O6PbS the ωB97M-V functional and the def2-TZVPD basis
Pb -1.1841 -0.3720 -0.1031
As -2.5157 0.5535 -3.1648
S 1.2114 -2.3952 -2.8984
O -5.7702 0.5661 -0.1652
O -0.8143 1.1469 1.3808
O 2.3805 2.7787 0.7809
O 3.6023 0.9117 0.7239
O -5.0389 -2.2418 -0.4051
O 0.9874 -1.5701 1.1947
N -3.0246 2.0086 -1.8059
N -2.2740 -1.7082 1.7104
N -0.3388 -3.3836 -1.0891
N -3.6650 -0.3816 -0.2147
C 0.8709 -2.9878 -1.2988
C -1.3854 3.8358 2.2762
C -0.3202 3.4652 1.4517
C 1.8943 2.6716 5.0559
C -2.3577 -3.0141 -4.6978
C -1.7256 -2.1002 2.8566
C -2.7022 1.0925 -6.0401
C 2.8710 -1.9241 -0.1259
C -0.0084 1.3332 -2.7108
C 3.2041 -5.1456 1.9397
C 3.6715 2.2957 0.4776
C 3.2956 -4.6366 -1.7566
C 1.2595 -2.9362 1.0974
C -1.0342 -2.6364 -4.5956
C 0.1402 4.4006 0.5307
C -1.9266 5.1083 2.2331
C 0.4621 0.8815 -4.0834
C -1.4159 6.0543 1.3508
C 3.0948 -1.1412 2.2834
C -5.5024 1.2658 -3.7783
C -2.3184 -3.0484 3.6727
C 3.0295 -1.1189 4.6999
C 1.9268 -4.8484 2.5268
C -1.0978 -3.2788 -2.2476
C -0.4134 -2.7673 -3.3550
C -2.4441 1.7880 -4.7059
C -4.1420 -1.6294 0.1287
C -3.8897 4.2740 -0.4731
C 0.5991 1.9501 3.1497
C 4.4266 -1.5336 2.3476
C 4.6778 2.8919 1.4347
C 3.5907 -4.8652 0.6858
C 1.9464 -3.1134 -0.2228
C -3.5038 -3.6339 3.2558
C -4.5805 0.5918 -0.4237
C -4.4488 3.0382 -0.2056
C 4.3631 -1.4963 4.7551
C 4.6379 -2.5319 -1.7836
C 5.0569 -1.7013 3.5729
C 2.3129 -0.9928 0.9608
C -2.4382 -3.6500 -2.3659
C 2.2933 0.4736 0.4081
C -0.2307 1.2467 4.0159
C -4.4845 0.1670 -3.4870
C -4.0753 -3.2242 2.0619
C 2.6269 -4.4918 -0.4164
C 1.6454 2.6929 3.6914
C -2.4603 3.2030 -2.0405
C -3.9907 1.9165 -0.8714
C 0.2299 2.0189 1.6619
C -0.3947 5.6868 0.4926
C 1.0766 1.9435 5.9103
C -3.4408 -2.2349 1.3307
C 0.0020 1.2413 5.3851
C 1.1444 -3.7433 2.1975
C 1.3852 1.7639 0.6506
C 2.4073 -0.9452 3.4734
C 4.0326 -1.7178 -0.8030
C 3.9952 2.5787 -0.9834
C -3.0576 -3.5088 -3.5889
C -2.8670 4.3520 -1.3998
C 4.2314 -3.8035 -2.2697
H 0.4723 -3.3844 2.9679
H 4.8550 -1.6352 5.7096
H 0.3409 0.6171 -1.9570
H 4.6203 -5.0376 0.3959
H 0.0035 6.4042 -0.2155
H 2.2214 0.3462 -0.6802
H 1.3682 -0.6621 3.4387
H -0.2602 0.1791 -4.5410
H -1.8140 7.0615 1.3323
H 1.4273 0.3609 -4.0960
H -0.7806 -1.6367 3.1149
H 4.0155 3.6558 -1.1507
H -4.3914 -0.4912 -4.3582
H 5.6788 2.5407 1.1838
H 3.2341 2.1443 -1.6353
H 1.6850 -5.3531 3.4536
H -2.3754 5.2855 -1.6244
H -1.9683 0.3065 -6.2246
H 5.5050 -2.1002 -2.2689
H -1.4604 2.2485 -4.7019
H -5.6484 1.9308 -2.9258
H 4.9689 2.1606 -1.2423
H 4.5432 -0.7854 -0.5865
H -0.4981 -2.2429 -5.4491
H -3.1842 2.5714 -4.5371
H 3.9369 -5.5836 2.6103
H -1.0813 0.7287 3.5936
H 1.8067 -5.2150 -0.3635
H -2.8652 -2.9153 -5.6490
H 0.4164 2.3121 -2.4470
H -5.2142 1.8767 -4.6361
H 4.4372 2.5836 2.4511
H -5.0079 -3.6255 1.6916
H -1.7827 3.1087 2.9735
H -4.8332 -0.4827 -2.6847
H -5.2410 2.9016 0.5159
H -2.7358 5.3706 2.9043
H -3.9835 -4.3927 3.8601
H 4.7153 -4.1249 -3.1861
H 4.6546 3.9795 1.3658
H 3.0433 -5.5237 -2.3253
H 2.4666 -0.9555 5.6094
H 0.5551 1.7248 -4.7736
H -4.2381 5.1599 0.0408
H -1.6557 3.1807 -2.7612
H 2.7200 3.2468 5.4566
H -6.4813 0.8353 -4.0024
H 0.9414 4.1603 -0.1506
H -3.6949 0.6429 -6.0840
H -1.8527 -3.3216 4.6098
H 4.9917 -1.7185 1.4475
H -2.9682 -4.0445 -1.5094
H 6.0965 -2.0037 3.5984
H 0.8701 1.9053 -0.3076
H -2.6309 1.8121 -6.8583
H 1.2677 1.9373 6.9762
H -0.6653 0.6970 6.0434
H -4.0986 -3.7857 -3.6915
H 2.2518 3.3097 3.0434
```

Properties
LUMO level (alpha / beta) = -0.75 / -1.08 eV
orbital gap (alpha / beta) = 5.28 / 4.96 eV

These are the Löwdin partial charges, in e, on atoms 1 to 8:
1 Pb 1.47
2 As 1.27
3 S 1.15
4 O 0.08
5 O -0.37
6 O -0.05
7 O -0.02
8 O 0.10


(4)
Here is a 3-piece molecular cluster, C7H16O3 overall at a distorted geometry from the Open Molecules 2025 dataset. Energies are from the ωB97M-V functional and the def2-TZVPD basis.

XYZ file:
```
26
C7H16O3 the ωB97M-V functional and the def2-TZVPD basis
O 0.1186 -2.1653 0.7189
O -1.3864 1.1718 1.7813
O 0.6723 -0.4061 2.0273
C -2.5767 0.6850 -0.3048
C 2.5469 -0.8927 -0.1872
C 0.9150 1.3670 -0.3336
C 0.6107 -0.1082 -0.3877
C -1.6519 0.1687 0.7607
C 0.3270 -0.8310 0.7933
C 0.1714 -0.6464 -1.7262
H -2.1390 1.5168 -0.8703
H 0.0176 1.9584 -0.5290
H 0.3235 -2.5226 1.5956
H -3.5204 1.0697 0.1122
H -2.8316 -0.1153 -1.0030
H -0.6161 -0.0198 -2.1484
H 3.0496 -0.3089 -0.9555
H -1.2802 2.0288 1.3487
H 2.5120 -1.9509 -0.4333
H -2.1169 -0.6589 1.3003
H 1.3370 1.6634 0.6264
H 1.0047 -0.6221 -2.4336
H 0.0794 0.3681 2.2365
H 2.9857 -0.6966 0.7888
H 1.6349 1.6198 -1.1149
H -0.1870 -1.6725 -1.6622
```

Properties
LUMO level = 0.72 eV
orbital gap = 7.20 eV

These are the natural (NBO) partial charges, in e, on atoms 1 to 8:
1 O -0.69
2 O -0.76
3 O -0.75
4 C -0.67
5 C -0.70
6 C -0.65
7 C 0.05
8 C -0.09